*one*
This record from the OMol25 dataset describes the molecule C3H7BO3. The level of theory is ωB97M-V/def2-TZVPD.

CARTESIAN COORDINATES (ANGSTROEM)
C  -0.28030  0.38914  -1.98277
C  0.34433  0.69646  -0.63353
O  0.67382  1.78595  -0.18063
C  0.71718  -0.57069  0.23333
B  -0.13236  -0.32518  1.53131
O  -0.98559  -1.35867  1.85322
O  -0.07006  0.81267  2.17827
H  -1.02470  -0.43371  -1.95812
H  0.56152  -0.01895  -2.62507
H  -0.79427  1.15424  -2.54906
H  0.28117  -1.40616  -0.36518
H  1.82717  -0.89624  0.25525
H  -1.65285  -1.13810  2.54270
H  0.53493  1.30924  1.70027

LUMO level	0.55	eV
highest occupied orbital energy	-9.962	eV
multiplicity	1
gap between HOMO and LUMO	0.3863	Ha
SMILES	CC(=O)CB(O)O

natural (NBO) population analysis, charges in e, atoms 1 to 6:
1 C -0.731
2 C 0.621
3 O -0.575
4 C -0.880
5 B 1.081
6 O -0.886



*two*
This record from the OMol25 dataset describes the molecule C3H7BO3. The level of theory is ωB97M-V/def2-TZVPD.

CARTESIAN COORDINATES (ANGSTROEM)
C  0.15341  -2.52103  1.49912
O  -0.24349  -1.82993  0.38416
C  0.11918  -0.59864  0.22541
C  -0.54691  0.33317  -0.90288
B  -0.13939  1.82489  -1.05001
O  1.11437  2.22303  -1.44016
O  -1.20765  2.65370  -0.81490
H  0.75278  -3.36352  1.10584
H  -0.60305  -3.07581  2.23322
H  0.98401  -2.02676  2.00266
H  0.71451  -0.15423  0.99110
H  -1.15190  -0.21814  -1.52327
H  1.25903  3.09005  -1.68526
H  -1.20490  3.66323  -1.02501

LUMO level	0.43	eV
highest occupied orbital energy	-7.615	eV
multiplicity	1
gap between HOMO and LUMO	0.2956	Ha
SMILES	CO/C=C/B(O)O

natural (NBO) population analysis, charges in e, atoms 1 to 6:
1 C -0.269
2 O -0.489
3 C 0.213
4 C -0.648
5 B 1.068
6 O -0.883



Which one sits at the bottom of the stability order? *two* does.



*one*
This record from the OMol25 dataset describes the ion C6H13N with charge +1. The level of theory is ωB97M-V/def2-TZVPD.

CARTESIAN COORDINATES (ANGSTROEM)
C  -1.70491  -1.92366  -1.44714
C  -2.25467  -0.57734  -1.00791
C  -1.25426  0.50278  -0.89324
C  0.12305  0.30169  -0.61236
N  0.57233  0.79212  0.53588
C  2.05215  0.60948  0.79790
C  2.28720  0.54658  2.29136
H  -1.34884  -1.89530  -2.47363
H  -2.54731  -2.60766  -1.38212
H  -0.88945  -2.31840  -0.83908
H  -3.06688  -0.21080  -1.63365
H  -2.76642  -0.59647  -0.03162
H  -1.52762  1.54386  -0.72770
H  0.76585  -0.29386  -1.25549
H  0.03612  0.36911  1.29357
H  2.48791  1.53081  0.41590
H  2.37986  -0.20990  0.17359
H  1.78962  1.38717  2.76518
H  1.96741  -0.40980  2.70586
H  3.36357  0.59712  2.46067

LUMO level (alpha / beta)	-4.77 / -6.43	eV
charge	+1
highest occupied orbital energy (alpha / beta)	-13.818 / -15.894	eV
multiplicity	2
gap between HOMO and LUMO (alpha / beta)	0.3325 / 0.3478	Ha
⟨S²⟩	0.7566

natural (NBO) population analysis, charges in e, atoms 1 to 6:
1 C -0.624
2 C -0.488
3 C 0.022
4 C 0.170
5 N -0.480
6 C -0.219



*two*
This record from the OMol25 dataset describes a cluster of 2 separate species, C6H13N in total. The level of theory is ωB97M-V/def2-TZVPD.

CARTESIAN COORDINATES (ANGSTROEM)
C  -1.33323  1.45686  1.07670
C  -1.20981  -0.09435  1.28409
C  0.25374  -0.59166  1.64629
C  1.24699  -0.67805  0.56690
N  0.09381  -0.44929  -2.92140
C  1.04188  -0.28246  -1.89900
C  0.74142  -1.01657  -0.67969
H  -0.75388  1.66006  0.21050
H  -0.81677  2.10789  1.83168
H  -2.34703  2.04266  0.88441
H  -1.52574  -0.77355  0.43146
H  -1.82786  -0.43168  2.18803
H  0.57790  -0.19505  2.65337
H  -0.09049  -1.62744  1.85067
H  2.65692  0.77441  0.05529
H  2.13624  0.02440  0.31203
H  -0.66428  0.16171  -2.93310
H  0.23918  -0.97788  -3.76523
H  1.54789  0.69955  -1.99872
H  0.03315  -1.80956  -0.79427

LUMO level (alpha / beta)	-6.74 / -6.73	eV
charge	+1
highest occupied orbital energy (alpha / beta)	-13.912 / -14.050	eV
multiplicity	2
gap between HOMO and LUMO (alpha / beta)	0.2636 / 0.2690	Ha
⟨S²⟩	0.7876

natural (NBO) population analysis, charges in e, atoms 1 to 6:
1 C -0.646
2 C -0.362
3 C -0.548
4 C 0.271
5 N -0.916
6 C 0.252



Which one sits at the bottom of the stability order? *two* does.



*one*
This record from the OMol25 dataset describes a structure of composition C6H16N2O. The level of theory is ωB97M-V/def2-TZVPD.

CARTESIAN COORDINATES (ANGSTROEM)
C  -1.08227  -0.18635  -1.71573
C  -0.66542  -1.59544  -2.12279
C  0.50065  -2.13568  -1.29590
O  -0.02630  0.77621  -1.86536
H  0.22958  0.80487  -2.79407
H  -1.96152  0.13074  -2.29082
H  -1.33691  -0.16659  -0.65582
H  -1.53783  -2.24706  -2.00914
H  -0.40887  -1.60669  -3.18952
H  0.25015  -2.13122  -0.23372
H  1.39028  -1.51859  -1.43035
H  0.75127  -3.15696  -1.58834
C  -0.24126  2.29058  1.20230
C  1.62660  0.70964  1.10748
N  0.36537  1.07659  1.76618
C  -0.71861  -0.29120  2.99025
N  -0.61375  -0.07287  1.73186
H  -1.16720  2.49086  1.73937
H  -0.44377  2.15691  0.13826
H  0.44900  3.12359  1.34039
H  1.45962  0.53480  0.04403
H  2.00979  -0.19277  1.58144
H  2.33979  1.52382  1.23940
H  0.21778  0.80265  3.06110
H  -1.38614  -1.11989  3.24951

LUMO level	0.79	eV
highest occupied orbital energy	-8.475	eV
multiplicity	1
gap between HOMO and LUMO	0.3405	Ha

natural (NBO) population analysis, charges in e, atoms 1 to 6:
1 C -0.078
2 C -0.420
3 C -0.614
4 O -0.744
5 H 0.465
6 H 0.158



*two*
This record from the OMol25 dataset describes a cluster of 3 separate species, C6H16N2O in total. The level of theory is ωB97M-V/def2-TZVPD.

CARTESIAN COORDINATES (ANGSTROEM)
C  1.34670  0.38061  1.43626
C  2.21228  0.08402  0.21293
C  2.66972  -1.37275  0.22471
C  1.44274  0.38218  -1.07243
H  1.07576  1.43479  1.47161
H  1.87955  0.13772  2.35382
H  0.43280  -0.20909  1.40629
H  3.10003  0.72777  0.24979
H  3.31076  -1.58205  -0.62976
H  3.22428  -1.59800  1.13402
H  1.80607  -2.03367  0.17460
H  2.05954  0.17537  -1.94523
H  1.15055  1.43121  -1.11284
H  0.55107  -0.23858  -1.12378
N  -2.84572  -1.12367  1.42630
C  -2.14696  -1.42921  0.49538
O  -1.41011  -1.72530  -0.35248
H  -3.50960  -1.63255  1.97333
C  -2.54196  1.08429  -1.43781
N  -2.00625  1.02629  -0.08909
H  -3.57208  0.72716  -1.41984
H  -1.96376  0.40972  -2.06856
H  -2.53541  2.09075  -1.88105
H  -1.07703  1.42879  -0.04776
H  -2.65298  1.42419  0.62159

LUMO level	0.93	eV
highest occupied orbital energy	-9.017	eV
multiplicity	1
gap between HOMO and LUMO	0.3654	Ha
SMILES	CC(C)C.N=C=O.CN

natural (NBO) population analysis, charges in e, atoms 1 to 6:
1 C -0.606
2 C -0.212
3 C -0.604
4 C -0.612
5 H 0.199
6 H 0.206



Which one sits at the bottom of the stability order? *one* does.



*one*
This record from the OMol25 dataset describes a cluster of 2 separate species, C6H16N2O in total. The level of theory is ωB97M-V/def2-TZVPD.

CARTESIAN COORDINATES (ANGSTROEM)
C  0.72734  -0.14509  2.07673
N  1.00127  -0.48248  0.69317
N  0.32768  0.33275  -0.28267
C  0.62114  -0.20536  -1.60863
C  -1.30776  0.30031  -0.03314
C  -1.95267  1.27586  -1.00010
C  -1.98277  -1.06583  -0.07515
H  -0.29183  -0.35952  2.41306
H  1.43756  -0.67731  2.70746
H  0.87982  0.92353  2.22980
H  0.85100  -1.47903  0.51254
H  0.25749  0.49022  -2.35885
H  1.69566  -0.28869  -1.73540
H  0.19598  -1.20251  -1.77241
H  -1.39298  0.71449  0.97381
H  -1.41911  2.22218  -0.98950
H  -1.96934  0.87421  -2.01223
H  -2.98972  1.45886  -0.71559
H  -1.52886  -1.76834  0.62395
H  -1.92758  -1.50187  -1.07354
H  -3.03925  -0.98057  0.18482
C  2.97138  0.38804  0.32876
O  3.57719  -0.38672  -0.36856
H  2.07240  1.12397  -0.13489
H  3.18597  0.43889  1.41657

LUMO level	0.83	eV
highest occupied orbital energy	-8.313	eV
multiplicity	1
gap between HOMO and LUMO	0.3358	Ha
SMILES	CNN(C)C(C)C.C=O

natural (NBO) population analysis, charges in e, atoms 1 to 6:
1 C -0.430
2 N -0.452
3 N -0.289
4 C -0.454
5 C -0.041
6 C -0.628



*two*
This record from the OMol25 dataset describes the molecule C6H16N2O. The level of theory is ωB97M-V/def2-TZVPD.

CARTESIAN COORDINATES (ANGSTROEM)
C  2.57105  -0.12694  -1.93352
C  2.44402  -0.15885  -0.42507
N  0.79329  -0.45843  0.12999
C  0.00902  0.67018  0.10779
N  0.44856  1.72467  0.91499
O  -0.22252  1.14808  -1.18155
C  -1.49660  -0.09413  0.95843
C  -2.77098  -0.06592  0.13486
C  -1.32617  -1.43895  1.62954
H  2.20377  -1.05611  -2.37538
H  2.04472  0.71821  -2.38057
H  3.60713  0.00796  -2.25988
H  2.78577  0.75943  0.04858
H  2.98630  -0.99066  0.02242
H  0.47053  -1.09986  -0.58463
H  1.44615  1.87794  0.90655
H  -0.12176  2.55547  0.91871
H  -1.06241  0.94514  -1.60035
H  -1.59178  0.65890  1.74426
H  -3.65476  -0.27841  0.74460
H  -2.95051  0.90103  -0.33823
H  -2.73995  -0.85037  -0.62616
H  -2.19497  -1.68824  2.24758
H  -1.20724  -2.23601  0.89450
H  -0.47065  -1.42415  2.30256

LUMO level	0.89	eV
highest occupied orbital energy	-8.457	eV
multiplicity	1
gap between HOMO and LUMO	0.3433	Ha
SMILES	CCN[C@@](N)(O)C(C)C

natural (NBO) population analysis, charges in e, atoms 1 to 6:
1 C -0.645
2 C -0.218
3 N -0.643
4 C 0.566
5 N -0.872
6 O -0.773



Which one sits at the bottom of the stability order? *one* does.